{
  "formula": "C5H10O",
  "method": "ωB97M-V/def2-TZVPD",
  "elements": ["C", "O", "C", "C", "C", "C", "H", "H", "H", "H", "H", "H", "H", "H", "H", "H"],
  "positions_angstrom": [[-1.37016, 1.23136, -0.80150], [-0.47030, 0.13133, -0.81796], [-0.74508, -1.01545, 0.22044], [0.54344, -1.55186, 0.52660], [1.52364, -0.48217, 0.97197], [1.37291, 0.37857, -0.21112], [-1.47870, 1.64398, 0.21338], [-0.98068, 2.00322, -1.47055], [-2.35475, 0.91729, -1.16478], [-1.23459, -0.45322, 1.03341], [-1.44885, -1.70584, -0.24955], [0.93291, -2.32294, -0.13511], [2.53644, -0.88843, 1.06195], [1.24836, 0.01882, 1.90799], [1.14565, 1.44313, -0.14957], [1.87954, 0.07145, -1.11920]],
  "forces_ev_per_angstrom": [[-0.125, 0.191, -0.007], [0.173, -0.027, -0.007], [-0.130, -0.091, 0.158], [-0.089, -0.134, -0.130], [0.046, 0.156, 0.018], [0.066, 0.141, -0.041], [0.026, -0.066, -0.147], [-0.075, -0.089, 0.092], [0.140, 0.040, 0.048], [0.100, -0.081, -0.109], [0.127, 0.079, 0.063], [-0.050, 0.071, 0.098], [-0.159, 0.058, -0.047], [0.023, -0.083, -0.142], [0.020, -0.174, 0.012], [-0.093, 0.008, 0.140]],
  "homo_energy_ev": -6.549,
  "e_above_lowest_kcal_mol": 115.99,
  "gap_ev": 7.32,
  "total_energy_ev": -7389.7356,
  "e_lumo_ev": 0.773
}

=====

{
  "formula": "C3H3FO2Tl",
  "method": "ωB97M-V/def2-TZVPD",
  "elements": ["F", "O", "Tl", "O", "C", "C", "C", "H", "H", "H"],
  "positions_angstrom": [[0.48552, -0.52934, -1.13774], [-1.18192, 0.17871, 0.94809], [-4.75704, -2.55149, 1.20008], [-2.90103, -1.35748, 0.84987], [-1.95505, -0.67843, 0.79092], [1.02183, 0.70325, -1.40968], [2.14412, 0.95996, -0.50054], [3.14449, 0.87847, -0.95054], [2.02774, 0.37690, 0.42228], [1.97133, 2.01945, -0.21273]],
  "forces_ev_per_angstrom": [[0.770, 0.963, 0.082], [-1.035, -2.269, -0.897], [-1.927, -1.243, 0.338], [1.165, -0.362, -1.004], [1.752, 3.934, 1.628], [-0.533, -0.806, -0.790], [-0.716, 0.369, 1.181], [-0.405, -0.022, -0.049], [0.494, -0.228, -0.167], [0.434, -0.335, -0.322]],
  "homo_energy_ev": -11.688,
  "e_above_lowest_kcal_mol": 0.00,
  "charge": 1,
  "gap_ev": 6.70,
  "total_energy_ev": -14655.7097,
  "e_lumo_ev": -4.991
}

=====

{
  "formula": "C20H54BMnO10",
  "method": "ωB97M-V/def2-TZVPD",
  "elements": ["Mn", "B", "H", "H", "H", "H", "C", "O", "C", "C", "O", "C", "H", "H", "H", "H", "H", "H", "H", "H", "H", "H", "C", "O", "C", "C", "O", "C", "H", "H", "H", "H", "H", "H", "H", "H", "H", "H", "C", "O", "C", "C", "O", "C", "H", "H", "H", "H", "H", "H", "H", "H", "H", "H", "C", "O", "C", "C", "O", "C", "H", "H", "H", "H", "H", "H", "H", "H", "H", "H", "C", "O", "C", "C", "O", "C", "H", "H", "H", "H", "H", "H", "H", "H", "H", "H"],
  "positions_angstrom": [[0.84959, 5.07756, -1.44095], [-0.80269, 1.82010, -0.45429], [-0.32886, 1.84088, -1.42346], [-0.04174, 1.99682, 0.29002], [-1.52888, 2.61151, -0.35150], [-1.32503, 0.88529, -0.32197], [4.96218, 3.36513, -2.92487], [4.49586, 3.57667, -1.59647], [5.56355, 3.69409, -0.72360], [4.95266, 3.87270, 0.70407], [4.06940, 4.98245, 0.65593], [4.73695, 6.24177, 0.97965], [4.19577, 3.62691, -3.65438], [5.18655, 2.31131, -3.08986], [5.88044, 3.89821, -3.17127], [6.32518, 4.45400, -0.89837], [6.15411, 2.77818, -0.74518], [5.62497, 3.90232, 1.56152], [4.34915, 2.97327, 0.82611], [4.92566, 6.26016, 2.05303], [4.08543, 7.06938, 0.69915], [5.67869, 6.34484, 0.44057], [-7.78761, -0.29881, -3.85702], [-7.32555, -1.51789, -3.29855], [-6.02102, -1.78344, -3.65612], [-5.37129, -2.84194, -2.73323], [-6.03924, -4.11398, -2.80486], [-5.31311, -5.21016, -2.09904], [-8.70918, 0.09099, -3.42474], [-7.91737, -0.21528, -4.93603], [-7.05999, 0.44889, -3.54141], [-5.39362, -0.89857, -3.76331], [-6.23202, -2.17562, -4.65100], [-5.38198, -2.40079, -1.73654], [-4.35109, -2.98841, -3.08797], [-5.96059, -6.07644, -2.23475], [-5.10402, -4.99771, -1.05059], [-4.35414, -5.40970, -2.57725], [-2.29126, 5.83568, -4.56819], [-2.31126, 6.26533, -3.19145], [-3.02908, 7.44112, -2.96664], [-3.37121, 7.61115, -1.46237], [-2.10093, 7.33430, -0.75081], [-2.27122, 7.50095, 0.66053], [-1.84394, 4.84283, -4.61541], [-1.70870, 6.43736, -5.26583], [-3.30408, 5.72880, -4.95661], [-3.99746, 7.43504, -3.46697], [-2.55050, 8.32723, -3.38362], [-4.17939, 6.92939, -1.19753], [-3.65786, 8.65399, -1.32654], [-1.45703, 7.04199, 1.22138], [-3.22478, 7.08300, 0.98322], [-2.28351, 8.55505, 0.93768], [9.55072, -8.02835, -0.33664], [8.45122, -7.25143, -0.70428], [8.44524, -5.97827, -0.03803], [7.31964, -5.07729, -0.51663], [6.01721, -5.41901, -0.06405], [5.20825, -4.25195, 0.10905], [10.50469, -7.51672, -0.46432], [9.53906, -8.94914, -0.91983], [9.45953, -8.42270, 0.67541], [9.37135, -5.45403, -0.27378], [8.47839, -6.03752, 1.04987], [7.44688, -5.16096, -1.59594], [7.53851, -4.02953, -0.31080], [5.19564, -3.62807, -0.78466], [5.41232, -3.70191, 1.02770], [4.16661, -4.56105, 0.19593], [-1.36341, -4.07207, 6.22539], [-2.68181, -3.65154, 6.41204], [-3.41750, -3.09006, 5.35690], [-4.91481, -3.00251, 5.80269], [-5.57581, -4.24868, 5.90162], [-5.15328, -5.11519, 6.95757], [-0.67522, -3.22812, 6.27286], [-1.19575, -4.70041, 5.35065], [-1.16522, -4.73063, 7.07104], [-3.28083, -3.66029, 4.43805], [-2.97357, -2.12089, 5.12941], [-5.47185, -2.53414, 4.99126], [-5.13363, -2.33688, 6.63765], [-5.28309, -4.71065, 7.96136], [-4.15799, -5.53381, 6.80843], [-5.76637, -6.01413, 7.02180]],
  "forces_ev_per_angstrom": [[-0.970, -1.356, 0.500], [1.603, 1.884, 0.696], [2.578, -0.792, -4.477], [2.970, 0.818, 2.700], [-3.646, 3.195, 1.144], [-2.621, -3.604, -0.400], [-0.042, -0.631, -0.412], [-0.230, 0.850, -1.280], [0.926, -0.587, 2.613], [-0.465, -0.646, -1.596], [0.056, 1.258, 0.427], [-0.366, -0.999, -0.067], [-0.118, 0.182, 0.211], [0.000, -0.212, 0.145], [-0.067, 0.381, 0.240], [-0.435, 0.682, -0.690], [0.030, -0.410, 0.169], [0.389, 0.284, -0.294], [-0.316, 0.131, 0.255], [0.049, 0.142, 0.016], [-0.065, -0.164, 0.051], [0.024, -0.059, -0.054], [0.531, 0.908, 0.914], [-2.072, 1.240, 1.213], [-0.087, -1.981, -1.145], [-0.623, -0.073, -0.901], [1.042, -0.279, 1.077], [-0.836, 1.313, -1.244], [-0.231, -0.865, 0.293], [0.281, -0.701, -0.281], [0.238, 0.445, -0.339], [0.159, 0.210, 0.393], [1.402, -0.478, -0.589], [0.086, -0.312, 0.374], [0.320, 0.197, 0.137], [0.106, 0.107, 0.261], [-0.384, 0.171, 0.082], [0.069, 0.098, -0.241], [-0.225, -0.453, 0.287], [0.734, -0.692, -0.837], [-1.065, 0.691, 0.665], [2.441, -0.350, -1.141], [-1.272, 0.088, 0.173], [-0.302, 0.338, -0.117], [-0.027, -0.057, 0.364], [0.002, 0.614, 0.316], [-0.114, 0.169, 0.043], [-0.249, -0.356, -0.266], [0.569, 0.060, 0.197], [0.247, -0.115, 0.414], [-0.125, -0.016, 0.299], [0.029, -0.222, -0.268], [0.055, -0.250, 0.088], [0.013, 0.209, -0.120], [-0.050, -0.996, 0.179], [-0.545, 1.222, 0.408], [0.080, -0.023, 0.173], [0.439, -0.539, -0.504], [0.184, 0.746, 0.100], [-0.722, -0.875, -0.298], [0.095, 0.123, -0.019], [0.038, 0.258, -0.472], [0.077, 0.424, 0.487], [0.274, 0.149, -0.340], [-0.346, -0.584, 0.259], [-0.755, 0.014, -0.493], [0.190, 0.024, 0.487], [0.469, 0.304, 0.019], [0.525, 0.167, -0.089], [0.046, -0.416, 0.104], [-0.022, -0.256, 0.476], [-0.541, -0.367, 0.595], [-0.199, 0.169, 0.648], [0.251, -0.101, -1.446], [0.351, -0.644, 0.771], [-0.161, -0.707, 0.102], [0.224, 0.047, -0.276], [-0.146, 0.251, -0.463], [0.205, 0.130, 0.123], [-0.403, -0.446, -0.097], [-0.393, 0.600, -0.028], [0.212, 0.174, -0.304], [0.613, -0.256, 0.586], [0.408, 0.660, -0.040], [0.203, 0.561, 0.078], [-0.603, 0.183, -0.724]],
  "homo_energy_ev": [-10.454, -10.454],
  "multiplicity": 6,
  "e_above_lowest_kcal_mol": 250.56,
  "charge": 1,
  "gap_ev": [1.92, 2.33],
  "total_energy_ev": -74063.5547,
  "s_squared": 8.7654,
  "e_lumo_ev": [-8.532, -8.126]
}

=====

{
  "formula": "C29H63BClO15PS",
  "method": "ωB97M-V/def2-TZVPD",
  "elements": ["C", "B", "O", "P", "S", "Cl", "H", "H", "H", "H", "H", "H", "H", "O", "C", "O", "C", "C", "C", "H", "H", "H", "H", "H", "H", "H", "H", "O", "C", "O", "C", "C", "C", "H", "H", "H", "H", "H", "H", "H", "H", "O", "C", "O", "C", "C", "C", "H", "H", "H", "H", "H", "H", "H", "H", "O", "C", "O", "C", "C", "C", "H", "H", "H", "H", "H", "H", "H", "H", "O", "C", "O", "C", "C", "C", "H", "H", "H", "H", "H", "H", "H", "H", "O", "C", "O", "C", "C", "C", "H", "H", "H", "H", "H", "H", "H", "H", "O", "C", "O", "C", "C", "C", "H", "H", "H", "H", "H", "H", "H", "H"],
  "positions_angstrom": [[-0.22225, -0.96147, 4.00418], [-0.82205, -1.24003, 2.60455], [-2.17998, -1.45209, 2.45128], [0.23178, -1.34225, 1.01491], [-0.64289, 0.61512, 0.44736], [1.01291, -3.31483, 1.67488], [-0.06776, -1.92224, 4.47893], [-0.95821, -0.43176, 4.58871], [0.72771, -0.44985, 3.99622], [-2.32121, -2.39129, 2.23983], [1.51775, -0.82530, 0.93566], [-0.31214, -1.93265, -0.11384], [0.34323, 1.42788, 0.83655], [2.73043, 1.11526, 0.38452], [3.80908, 0.73194, -0.00099], [3.95675, 0.55770, -1.31333], [5.21654, 0.30679, -1.95983], [5.56689, -1.16144, -1.96451], [4.93368, 0.40353, 0.94704], [6.00174, 0.92412, -1.51944], [5.07257, 0.65275, -2.98146], [5.70068, -1.55620, -0.95939], [6.48804, -1.32658, -2.52301], [4.76802, -1.73024, -2.43595], [4.80222, -0.62154, 1.29264], [4.86299, 1.06869, 1.80324], [5.92410, 0.50422, 0.51149], [1.35725, 2.68936, -6.93630], [1.07762, 2.86761, -5.78167], [2.01907, 3.35092, -4.96108], [1.74962, 3.73516, -3.60532], [1.79554, 2.55043, -2.66630], [-0.27488, 2.48192, -5.22655], [0.80834, 4.28303, -3.54163], [2.54010, 4.44187, -3.36172], [1.01781, 1.82323, -2.90040], [1.65786, 2.86893, -1.63373], [2.74872, 2.03921, -2.74502], [-0.25270, 1.42293, -4.97175], [-1.01675, 2.63750, -6.00467], [-0.57958, 3.04642, -4.34999], [3.04244, 0.65786, 4.43740], [2.87383, 1.40140, 5.36136], [2.24004, 0.93045, 6.45203], [2.11070, 1.67904, 7.66370], [0.91187, 2.60326, 7.63520], [3.27839, 2.85574, 5.29536], [3.03694, 2.20826, 7.88889], [1.98231, 0.92594, 8.43800], [1.00598, 3.36127, 6.85792], [0.80023, 3.10879, 8.59413], [0.00541, 2.03423, 7.43321], [2.48077, 3.41259, 4.80598], [4.17475, 2.92925, 4.68683], [3.48708, 3.30963, 6.26057], [-5.97561, 4.60024, -1.53685], [-5.65909, 3.94546, -0.58180], [-4.41249, 3.44660, -0.53096], [-3.89100, 2.77442, 0.62352], [-4.25204, 1.30669, 0.64513], [-6.64414, 3.60604, 0.51034], [-4.19703, 3.28905, 1.53506], [-2.81183, 2.88751, 0.54401], [-5.33048, 1.15168, 0.70717], [-3.78099, 0.81387, 1.49505], [-3.90253, 0.82519, -0.26749], [-7.21033, 2.72606, 0.20418], [-7.32968, 4.44192, 0.62078], [-6.19488, 3.41255, 1.48037], [3.65353, -0.78623, -4.85605], [2.71126, -1.30225, -5.38584], [2.25944, -2.46563, -4.87296], [1.05621, -3.09498, -5.31505], [1.28388, -3.97100, -6.52887], [2.08013, -0.73807, -6.63781], [0.27339, -2.35408, -5.48175], [0.73966, -3.70386, -4.47052], [1.61577, -3.38862, -7.38792], [0.36419, -4.48899, -6.80101], [2.05226, -4.71283, -6.31532], [2.65289, -1.08551, -7.49636], [2.14263, 0.34601, -6.60174], [1.03638, -1.00963, -6.77615], [5.30050, -3.92683, 0.99251], [5.07379, -4.41547, 2.06188], [5.92344, -4.14744, 3.07556], [5.65926, -4.52494, 4.42849], [6.10021, -5.94389, 4.72056], [3.91508, -5.35631, 2.28287], [4.61095, -4.35718, 4.67570], [6.23877, -3.82456, 5.02627], [5.54499, -6.66774, 4.12471], [5.94788, -6.17899, 5.77395], [7.15710, -6.06390, 4.48561], [4.21507, -6.36207, 1.99076], [3.09221, -5.03452, 1.65191], [3.55172, -5.37576, 3.30695], [-8.33715, -0.21419, 0.75016], [-8.95958, -0.03404, -0.25729], [-8.58407, 0.97352, -1.06634], [-9.12964, 1.18901, -2.37174], [-10.40917, 1.99633, -2.32588], [-10.18174, -0.85332, -0.60017], [-9.25443, 0.24059, -2.89540], [-8.35890, 1.74468, -2.90103], [-11.19829, 1.47197, -1.78659], [-10.76282, 2.20176, -3.33579], [-10.23440, 2.94436, -1.81902], [-11.04188, -0.41736, -0.09452], [-10.03031, -1.85960, -0.22125], [-10.39312, -0.92020, -1.66440]],
  "forces_ev_per_angstrom": [[0.058, 0.355, -0.534], [-0.423, 0.153, 0.175], [0.236, -0.972, 0.133], [0.048, 0.663, 0.149], [-0.469, 0.421, -0.141], [0.187, -0.656, 0.081], [0.063, -0.404, 0.123], [-0.186, 0.288, 0.324], [0.339, 0.210, 0.129], [-0.330, 0.453, -0.246], [0.094, -0.162, -0.098], [0.096, -0.085, -0.125], [0.282, -0.140, -0.001], [-0.119, -0.018, 0.289], [0.037, -0.017, 0.021], [0.108, 0.049, -0.251], [0.208, -0.129, -0.132], [-0.113, -0.126, 0.149], [0.106, 0.247, -0.054], [-0.047, -0.009, 0.112], [-0.121, 0.009, 0.000], [0.082, -0.001, 0.110], [0.001, 0.025, -0.038], [-0.004, 0.026, -0.125], [0.022, -0.060, -0.005], [-0.141, -0.070, 0.070], [-0.017, -0.117, -0.071], [0.029, -0.060, -0.220], [-0.119, -0.177, 0.175], [0.102, 0.234, -0.055], [-0.047, -0.088, 0.233], [-0.128, 0.016, -0.158], [-0.115, 0.308, -0.006], [-0.032, -0.031, -0.053], [0.059, 0.006, -0.059], [-0.055, 0.021, 0.064], [0.024, -0.011, 0.030], [0.091, -0.003, 0.026], [0.016, -0.026, 0.030], [0.043, -0.091, -0.086], [0.044, -0.080, 0.068], [0.080, -0.181, -0.207], [-0.124, 0.242, -0.040], [0.047, -0.148, 0.109], [-0.082, 0.107, 0.095], [-0.004, 0.015, -0.122], [0.238, -0.031, 0.216], [0.003, 0.033, -0.032], [-0.001, -0.066, -0.014], [0.040, 0.037, 0.021], [0.005, -0.004, 0.026], [-0.017, -0.031, 0.034], [-0.035, 0.009, -0.011], [-0.049, -0.036, -0.122], [-0.102, 0.026, 0.000], [-0.059, 0.130, -0.184], [-0.166, -0.233, 0.086], [0.174, 0.116, -0.005], [0.076, -0.159, 0.104], [-0.219, -0.025, -0.068], [0.052, 0.179, 0.235], [-0.051, 0.004, -0.007], [0.025, 0.019, -0.066], [-0.006, 0.030, 0.064], [0.047, -0.012, -0.003], [0.082, -0.008, -0.001], [0.017, -0.041, 0.003], [-0.055, 0.001, -0.138], [0.019, -0.113, -0.034], [0.221, 0.189, 0.150], [-0.048, -0.080, -0.298], [-0.060, -0.025, 0.185], [-0.096, -0.099, -0.085], [0.091, 0.053, -0.048], [-0.232, 0.112, 0.229], [0.014, 0.020, -0.038], [0.032, -0.004, 0.051], [-0.049, 0.029, -0.017], [-0.019, -0.008, 0.013], [-0.011, -0.036, 0.031], [0.017, -0.026, -0.027], [0.144, 0.022, -0.040], [0.048, -0.085, -0.057], [0.077, 0.169, -0.284], [-0.122, -0.209, 0.062], [0.064, 0.155, 0.086], [0.002, -0.088, 0.107], [-0.008, -0.044, -0.106], [-0.178, 0.163, 0.184], [-0.026, -0.028, -0.022], [0.038, 0.047, -0.025], [-0.054, -0.001, 0.024], [0.000, 0.011, 0.024], [0.032, 0.023, 0.028], [0.053, -0.014, 0.002], [0.096, -0.029, -0.128], [0.058, -0.097, 0.015], [0.137, -0.025, 0.213], [-0.243, -0.020, -0.041], [0.225, 0.088, -0.051], [-0.124, 0.080, -0.139], [-0.043, -0.038, 0.132], [0.137, -0.155, -0.238], [-0.035, -0.028, 0.037], [0.064, 0.018, 0.038], [-0.015, -0.039, -0.042], [0.013, 0.006, -0.026], [0.033, 0.037, -0.031], [-0.026, 0.029, 0.008], [0.000, 0.021, 0.133], [-0.051, 0.095, 0.020]],
  "homo_energy_ev": -8.660,
  "smiles": "CB(O)[PH2](S)Cl.CCOC(C)=O.CCOC(C)=O.CCOC(C)=O.CCOC(C)=O.CCOC(C)=O.CCOC(C)=O.CCOC(C)=O",
  "gap_ev": 9.08,
  "total_energy_ev": -95131.9666,
  "e_lumo_ev": 0.417
}